ORCA calculation (ωB97M-V/def2-TZVPD) on C7H12ClNS2 in the gas phase in a non-equilibrium geometry.

Properties
- HOMO level (Eh) = -0.23056
- orbital gap (eV) = 6.82
- molar mass (g mol⁻¹) = 209.8

Cartesian coordinates (Å):
1 C -1.671 -0.517 0.656
2 C -2.793 0.546 0.469
3 C -3.973 0.392 1.021
4 C 3.718 2.102 -0.436
5 C 3.040 1.145 0.546
6 C 3.414 -0.449 0.455
7 C 1.899 -0.670 0.247
8 H -0.751 -0.799 -1.652
9 H -2.008 -1.147 1.402
10 H -0.805 0.044 0.945
11 H -4.760 1.211 1.056
12 H -4.170 -0.408 1.708
13 H 4.734 2.139 -0.159
14 H 3.190 3.083 -0.333
15 H 3.467 1.763 -1.470
16 H 3.188 1.505 1.544
17 H 3.992 -0.885 1.328
18 H 3.839 -0.762 -0.599
19 H 0.871 1.165 0.089
20 N 1.727 0.641 0.092
21 S -1.356 -1.603 -0.792
22 S 1.018 -2.006 -0.012
23 Cl -2.310 1.826 -0.552

ORCA calculation (ωB97M-V/def2-TZVPD) on an isolated ion of composition C7H12F2N3 and charge +1 in a non-equilibrium geometry.

Properties
- charge = +1
- HOMO level (Eh) = -0.49367
- orbital gap (eV) = 9.10
- molar mass (g mol⁻¹) = 176.2

Cartesian coordinates (Å):
1 N 2.487 0.509 -0.276
2 C 2.318 -0.897 0.241
3 C 0.966 -1.505 -0.216
4 C -0.210 -0.599 0.072
5 N -1.396 -1.016 0.394
6 C -2.625 -0.112 0.531
7 C -4.232 -0.691 0.161
8 F -4.408 -0.499 -1.171
9 F -4.845 0.267 0.815
10 C -2.443 1.191 -0.267
11 C -1.041 1.592 -0.390
12 N 0.005 0.857 -0.122
13 H 2.972 0.433 -1.182
14 H 2.966 1.089 0.349
15 H 2.295 -0.921 1.351
16 H 3.125 -1.535 -0.297
17 H 0.997 -1.630 -1.285
18 H 0.878 -2.443 0.265
19 H -2.643 0.141 1.563
20 H -4.559 -1.627 0.484
21 H -2.838 1.322 -1.289
22 H -2.873 1.974 0.498
23 H -1.069 2.631 -0.772
24 H 1.122 0.941 -0.306

ORCA calculation (ωB97M-V/def2-TZVPD) on C7H12IN as an isolated structure in a non-equilibrium geometry.

Properties
- HOMO level (Eh) = -0.29025
- orbital gap (eV) = 7.84
- molar mass (g mol⁻¹) = 237.1

Cartesian coordinates (Å):
1 C 1.325 1.686 0.221
2 C 2.382 0.964 -0.169
3 C -0.046 1.141 0.524
4 C 1.015 -1.071 0.336
5 C -0.189 -0.254 -0.026
6 C -0.512 -0.265 -1.443
7 C -1.395 -0.901 0.748
8 N 2.222 -0.417 -0.399
9 I 4.032 -1.405 -0.328
10 H 1.473 2.733 0.366
11 H 3.410 1.387 -0.648
12 H -0.221 1.057 1.626
13 H -0.757 1.746 0.135
14 H 1.183 -0.933 1.377
15 H 0.991 -2.154 0.040
16 H -0.913 -1.242 -1.603
17 H 0.379 -0.217 -2.225
18 H -1.188 0.550 -1.841
19 H -1.703 -1.909 0.309
20 H -2.357 -0.374 0.598
21 H -1.063 -0.929 1.865

ORCA calculation (ωB97M-V/def2-TZVPD) on C7H12MoN4O5SSe2Te2 as an isolated structure.

Properties
- 2S+1 = 2
- charge = -1
- HOMO level (alpha / beta) (Eh) = -0.15232 / -0.14481
- orbital gap (alpha / beta) (eV) = 6.35 / 6.15
- molar mass (g mol⁻¹) = 773.3
- <S²> = 0.765

Cartesian coordinates (Å):
1 Mo 0.175 0.051 0.722
2 N 1.450 -0.395 -1.046
3 C 2.615 -1.164 -0.578
4 C 2.048 -2.329 0.217
5 O 2.629 -3.405 0.302
6 N 0.873 -1.964 0.765
7 C 0.132 -3.005 1.440
8 C -1.142 -3.206 0.656
9 O -1.485 -4.225 0.123
10 O -1.971 -2.127 0.587
11 H 0.918 -0.944 -1.717
12 H 1.731 0.480 -1.476
13 H 3.197 -0.508 0.074
14 H 3.244 -1.519 -1.395
15 H -0.107 -2.702 2.465
16 H 0.677 -3.947 1.441
17 C -1.902 1.761 -3.429
18 O -1.949 2.505 -2.207
19 C -1.455 1.870 -1.144
20 O -1.000 0.732 -1.189
21 N -1.538 2.593 -0.019
22 N -0.957 2.048 1.136
23 H -2.336 2.414 -4.180
24 H -2.478 0.842 -3.336
25 H -0.872 1.521 -3.689
26 H -1.721 3.582 -0.074
27 H -1.703 1.771 1.792
28 H -0.293 2.706 1.546
29 Se 0.924 -0.027 3.072
30 Te 3.383 2.919 2.085
31 Te 1.372 2.331 3.817
32 Se 1.989 2.441 0.079
33 S -2.840 -0.210 2.017
34 C -1.607 -0.892 1.144

ORCA calculation (ωB97M-V/def2-TZVPD) on an isolated ion of composition C7H12N and charge +1 in a non-equilibrium geometry.

Properties
- charge = +1
- HOMO level (Eh) = -0.48841
- orbital gap (eV) = 10.05
- molar mass (g mol⁻¹) = 110.2

Cartesian coordinates (Å):
1 C 0.271 1.911 -0.168
2 C 0.090 0.755 -0.727
3 C -0.828 0.783 -1.938
4 C 0.800 -0.463 -0.572
5 C 1.236 -1.303 -1.521
6 C 0.770 -0.864 1.254
7 C -0.401 -1.518 1.722
8 N -0.223 -0.105 1.999
9 H -0.540 2.740 -0.304
10 H 1.155 2.094 0.607
11 H -1.626 0.060 -1.930
12 H -0.389 0.631 -2.867
13 H -1.205 1.778 -2.088
14 H 1.927 -2.037 -1.278
15 H 1.142 -0.917 -2.602
16 H 1.793 -0.866 1.583
17 H -1.230 -1.729 1.039
18 H -0.350 -2.113 2.645
19 H -0.709 0.697 1.482
20 H -0.150 0.080 2.991

ORCA calculation (ωB97M-V/def2-TZVPD) on C7H12N as an isolated structure in a non-equilibrium geometry.

Properties
- charge = +1
- HOMO level (alpha / beta) (Eh) = -0.49090 / -0.49080
- orbital gap (alpha / beta) (eV) = 7.71 / 7.70
- molar mass (g mol⁻¹) = 110.2

Cartesian coordinates (Å):
1 C -0.979 0.448 -1.427
2 C -1.655 -1.839 0.873
3 C -0.806 -0.825 1.135
4 C 0.033 -0.118 0.234
5 C 0.386 2.309 1.004
6 C 0.848 -1.257 -1.933
7 C 1.025 0.828 0.754
8 N -0.043 -0.342 -1.178
9 H -1.402 0.544 -2.354
10 H -2.377 -2.230 1.652
11 H -1.813 -2.233 -0.101
12 H -0.504 -0.613 2.237
13 H 0.521 2.784 0.071
14 H 1.082 2.757 1.651
15 H -0.565 2.267 1.444
16 H 0.216 -2.155 -2.127
17 H 1.711 -1.307 -1.320
18 H 1.085 -0.667 -2.779
19 H 1.236 0.716 1.893
20 H 2.000 0.933 0.270

ORCA calculation (ωB97M-V/def2-TZVPD) on C7H12N as an isolated structure in a non-equilibrium geometry.

Properties
- charge = +1
- HOMO level (Eh) = -0.53140
- orbital gap (eV) = 9.69
- molar mass (g mol⁻¹) = 110.2

Cartesian coordinates (Å):
1 C 0.049 -1.783 -0.012
2 C 0.652 -1.270 1.231
3 C 0.523 0.263 1.114
4 C -0.926 -0.973 -0.617
5 C -0.970 1.842 -0.175
6 C 1.123 -0.621 -2.024
7 C -0.858 0.557 0.569
8 N 0.227 -1.027 -1.245
9 H 0.198 -2.899 -0.251
10 H 1.671 -1.365 1.563
11 H 0.226 -1.614 2.146
12 H 0.815 0.905 1.938
13 H -1.786 -0.994 -1.194
14 H -0.944 2.803 0.401
15 H -0.214 1.925 -0.974
16 H -1.973 1.977 -0.556
17 H 1.224 0.542 0.282
18 H 0.846 -0.113 -2.922
19 H 2.007 -1.057 -1.834
20 H -1.668 0.255 1.189

ORCA calculation (ωB97M-V/def2-TZVPD) on C7H12N2 in the gas phase in a non-equilibrium geometry.

Properties
- HOMO level (alpha / beta) (Eh) = -0.22679 / -0.22675
- orbital gap (alpha / beta) (eV) = 6.65 / 6.64
- molar mass (g mol⁻¹) = 124.2

Cartesian coordinates (Å):
1 C 1.258 -0.735 -0.606
2 C -1.633 1.657 -0.115
3 C 1.720 0.605 -1.119
4 C -0.204 -1.698 0.909
5 C -0.137 -0.320 0.508
6 C -1.295 0.200 -0.296
7 C 0.227 0.229 1.772
8 N -0.070 -2.884 1.032
9 N -1.920 -0.640 -1.012
10 H 0.779 -3.405 1.236
11 H -2.670 -0.203 -1.547
12 H 2.015 -1.216 0.013
13 H 0.863 -1.406 -1.366
14 H -2.221 2.006 -0.963
15 H -0.731 2.260 -0.025
16 H -2.213 1.798 0.800
17 H -0.413 0.986 2.197
18 H 1.115 -0.060 2.316
19 H 1.852 1.288 -0.276
20 H 2.676 0.502 -1.640
21 H 1.002 1.036 -1.818

ORCA calculation (ωB97M-V/def2-TZVPD) on C7H12N2O2 in the gas phase in a non-equilibrium geometry.

Properties
- HOMO level (Eh) = -0.25153
- orbital gap (eV) = 7.67
- molar mass (g mol⁻¹) = 156.2

Cartesian coordinates (Å):
1 C -0.212 -0.995 1.808
2 C 1.418 0.779 1.649
3 C 0.435 0.085 2.353
4 C -0.003 -1.539 0.544
5 C -2.152 0.318 -1.682
6 C 2.335 0.779 -1.705
7 C -2.075 -0.866 -0.679
8 N 1.423 0.548 0.392
9 N -0.839 -1.620 -0.449
10 O 0.217 0.466 3.677
11 O 2.437 1.142 -0.352
12 H -0.865 -1.476 2.612
13 H 2.225 1.472 2.167
14 H -1.614 0.006 -2.577
15 H -3.174 0.695 -1.811
16 H -1.505 1.227 -1.377
17 H 3.319 0.693 -2.196
18 H 1.870 1.567 -2.454
19 H 1.838 -0.093 -1.761
20 H -2.459 -0.353 0.130
21 H -2.941 -1.468 -1.118
22 H -0.615 -2.331 -1.123
23 H 0.940 0.965 3.952

ORCA calculation (ωB97M-V/def2-TZVPD) on C7H12N2O2Si in the gas phase in a non-equilibrium geometry.

Properties
- HOMO level (Eh) = -0.38210
- orbital gap (eV) = 10.91
- molar mass (g mol⁻¹) = 184.3

Cartesian coordinates (Å):
1 C 0.436 -0.055 -1.897
2 Si 0.313 0.356 -0.110
3 C 0.306 2.167 0.368
4 C 1.761 -0.737 0.698
5 O -1.146 -0.117 0.548
6 C -2.592 0.001 0.310
7 O -3.160 0.286 1.552
8 C -2.804 1.138 -0.525
9 N -2.840 2.095 -1.134
10 C -3.069 -1.312 -0.293
11 C -2.191 -2.382 0.164
12 N -1.381 -3.174 0.342
13 H -0.039 0.719 -2.509
14 H 1.444 -0.064 -2.371
15 H 0.111 -1.160 -1.997
16 H -0.510 2.371 1.062
17 H 1.244 2.632 0.891
18 H 0.110 2.799 -0.447
19 H 1.682 -1.789 0.375
20 H 2.571 -0.360 0.083
21 H 1.967 -0.578 1.748
22 H -2.332 0.479 2.144
23 H -4.197 -1.421 0.062
24 H -3.169 -1.391 -1.446

Energy readings, ordered: -1585.1030 -637.6107 -626.2873 -6674.6262 -328.2709 -328.2309 -328.2838 -383.2367 -533.6923 -823.4079 Ha